{"formula": "CH11O5", "method": "ωB97M-V/def2-TZVPD", "homo_lumo_gap_ev": 8.4, "relative_energy_kj_mol": 40.5, "charge": -1, "total_energy_ev": -11454.2351, "symbols": ["C", "O", "H", "H", "H", "H", "H", "O", "H", "H", "O", "H", "H", "O", "H", "H", "O"], "coordinates": [[0.146705, 1.139021, 0.882550], [-0.115524, -0.002758, 0.170770], [0.639825, 0.974051, 1.855677], [-0.748668, 1.751204, 1.121528], [0.776791, 1.844497, 0.298919], [-1.427863, 0.100431, -0.748630], [-2.337121, 1.070463, -1.474680], [-2.084727, 0.144960, -1.516554], [-0.851193, -1.282590, 1.197085], [-2.209724, -1.800571, 0.817476], [-1.600825, -1.807375, 1.560873], [0.494381, 0.381383, -2.860876], [0.482891, -0.518970, -1.724570], [0.936883, -0.427390, -2.581987], [2.496865, 0.248623, 0.894327], [2.398438, -1.282993, 0.980369], [3.002867, -0.531987, 1.127723]], "atomic_forces_ev_per_a": [[-0.13, 0.41, -0.45], [-0.03, -0.48, 0.19], [0.10, -0.07, 0.04], [-0.14, -0.13, 0.06], [0.23, 0.04, 0.16], [0.47, -0.26, -0.15], [-0.21, 0.07, -0.17], [-0.21, 0.24, 0.24], [-0.04, 0.44, -0.22], [-0.06, 0.04, -0.02], [-0.01, -0.36, 0.18], [0.08, -0.03, -0.34], [0.29, -0.17, 0.49], [-0.28, 0.27, 0.04], [-0.38, -0.07, -0.17], [0.15, 0.77, -0.05], [0.17, -0.71, 0.16]], "mulliken_charge": [-0.990, -0.706, 0.323, 0.235, 0.296, 0.393, 0.270, -0.705, 0.369, 0.284, -0.729, 0.300, 0.359, -0.700, 0.351, 0.328, -0.678]}